# C22H19N4O5S3TeV

A structure of composition C22H19N4O5S3TeV (ωB97M-V/def2-TZVPD, the Open Molecules 2025 dataset).

Last column: natural (NBO) charge in e.
Geometry (Å):
1 V -1.921 -0.395 -0.151  0.9239
2 N -1.415 2.879 6.346  -0.8007
3 C -1.179 1.926 5.360  0.1709
4 C -1.179 2.292 4.014  -0.2210
5 C -0.996 1.340 3.029  -0.1533
6 C -0.798 0.012 3.390  -0.3786
7 C -0.813 -0.371 4.722  -0.1278
8 C -0.995 0.585 5.703  -0.2823
9 S -0.697 -1.200 2.136  2.2855
10 O -0.167 -0.475 0.936  -0.9567
11 O 0.138 -2.292 2.566  -0.9399
12 N -2.240 -1.576 1.976  -0.9226
13 C -2.612 -2.578 1.095  0.5597
14 N -3.304 -3.645 1.484  -0.4492
15 C -3.587 -4.555 0.563  0.0964
16 C -3.196 -4.459 -0.763  -0.3375
17 C -2.515 -3.311 -1.108  0.1220
18 N -2.233 -2.391 -0.195  -0.5545
19 H -1.209 3.832 6.098  0.3781
20 H -1.133 2.634 7.279  0.3744
21 H -1.342 3.327 3.736  0.2053
22 H -1.023 1.623 1.983  0.2639
23 H -0.673 -1.412 4.982  0.2346
24 H -1.011 0.293 6.748  0.2025
25 H -4.148 -5.419 0.907  0.1877
26 H -3.430 -5.222 -1.490  0.2218
27 H -2.206 -3.085 -2.121  0.2192
28 O -3.962 0.278 -0.261  -0.9864
29 S -3.256 1.366 -1.040  2.1509
30 O -2.113 1.787 -0.148  -0.9965
31 O -4.092 2.440 -1.500  -0.9539
32 S -2.342 0.213 -2.481  -0.5503
33 Te 0.869 -1.107 -2.399  0.5686
34 C 2.916 -1.146 -2.937  -0.2764
35 C 3.900 -0.931 -1.975  -0.2349
36 C 5.239 -0.879 -2.338  -0.2038
37 C 5.611 -1.052 -3.664  -0.2263
38 C 4.639 -1.283 -4.626  -0.2391
39 C 3.297 -1.330 -4.263  -0.1747
40 C 0.984 1.001 -2.315  -0.2521
41 C 1.278 1.617 -1.106  -0.2443
42 C 1.334 3.004 -1.030  -0.1947
43 C 1.096 3.773 -2.158  -0.2131
44 C 0.805 3.154 -3.367  -0.2326
45 C 0.747 1.772 -3.446  -0.1581
46 H 3.617 -0.801 -0.938  0.2229
47 H 5.993 -0.702 -1.581  0.2054
48 H 6.655 -1.007 -3.947  0.2038
49 H 4.921 -1.418 -5.663  0.2042
50 H 2.541 -1.500 -5.020  0.2068
51 H 1.439 1.019 -0.218  0.2325
52 H 1.545 3.479 -0.080  0.2045
53 H 1.123 4.854 -2.094  0.2028
54 H 0.606 3.751 -4.249  0.2043
55 H 0.493 1.293 -4.383  0.2091

Properties
<S²>: 0.755
HOMO-LUMO gap (spin up / spin down) in eV: 6.3 / 5.7
Spin multiplicity: 2
Total charge: -1


# C22H19N4O5S3TeV

A structure of composition C22H19N4O5S3TeV (ωB97M-V/def2-TZVPD, the Open Molecules 2025 dataset).

Last column: natural (NBO) charge in e.
Geometry (Å):
1 V -1.253 -2.151 0.165  0.9516
2 N -6.131 0.923 4.770  -0.8004
3 C -4.958 0.773 4.025  0.1793
4 C -4.833 -0.281 3.115  -0.2576
5 C -3.669 -0.460 2.397  -0.1616
6 C -2.608 0.419 2.599  -0.2976
7 C -2.712 1.464 3.499  -0.1600
8 C -3.886 1.642 4.212  -0.2891
9 S -1.120 0.221 1.686  2.2851
10 O -1.563 -0.065 0.281  -0.9805
11 O -0.318 1.407 1.824  -0.9435
12 N -0.522 -1.115 2.251  -0.9586
13 C 0.762 -1.443 1.858  0.5647
14 N 1.810 -1.286 2.660  -0.4409
15 C 2.978 -1.712 2.189  0.0917
16 C 3.134 -2.303 0.944  -0.3428
17 C 1.990 -2.436 0.179  0.1142
18 N 0.821 -2.002 0.630  -0.5311
19 H -6.945 0.503 4.351  0.3744
20 H -6.313 1.865 5.078  0.3703
21 H -5.663 -0.961 2.966  0.2114
22 H -3.593 -1.272 1.683  0.2739
23 H -1.872 2.134 3.626  0.2370
24 H -3.975 2.459 4.919  0.2018
25 H 3.831 -1.576 2.846  0.1892
26 H 4.094 -2.651 0.594  0.2221
27 H 1.983 -2.892 -0.804  0.2185
28 O -1.617 -4.147 0.749  -0.9863
29 S -2.710 -3.964 -0.275  2.1549
30 O -3.381 -2.688 0.147  -1.0070
31 O -3.590 -5.091 -0.426  -0.9596
32 S -1.661 -3.382 -1.915  -0.5587
33 Te 0.249 0.124 -2.372  0.6124
34 C 1.382 1.468 -1.196  -0.2506
35 C 0.928 2.761 -0.964  -0.2165
36 C 1.646 3.615 -0.138  -0.2037
37 C 2.819 3.182 0.462  -0.2285
38 C 3.274 1.891 0.237  -0.1501
39 C 2.555 1.035 -0.584  -0.2624
40 C 1.595 0.196 -4.018  -0.2800
41 C 1.342 1.034 -5.100  -0.1658
42 C 2.225 1.094 -6.170  -0.2374
43 C 3.374 0.315 -6.168  -0.2208
44 C 3.632 -0.528 -5.097  -0.2055
45 C 2.744 -0.591 -4.032  -0.2358
46 H 0.003 3.094 -1.417  0.2193
47 H 1.278 4.616 0.048  0.2065
48 H 3.371 3.846 1.116  0.2040
49 H 4.181 1.542 0.716  0.1965
50 H 2.901 0.021 -0.737  0.2123
51 H 0.449 1.646 -5.102  0.2099
52 H 2.015 1.750 -7.005  0.2065
53 H 4.063 0.362 -7.002  0.2057
54 H 4.522 -1.145 -5.093  0.2059
55 H 2.943 -1.262 -3.205  0.2132

Properties
<S²>: 0.754
HOMO-LUMO gap (spin up / spin down) in eV: 6.3 / 5.7
Spin multiplicity: 2
Total charge: -1


# C22H19N5O4STl

A structure of composition C22H19N5O4STl (ωB97M-V/def2-TZVPD, the Open Molecules 2025 dataset).

Last column: natural (NBO) charge in e.
Geometry (Å):
1 Tl -1.593 0.359 1.336  0.8128
2 C 3.823 -1.420 1.859  -0.4076
3 N 2.919 -2.565 1.870  -0.3207
4 C 2.988 -3.675 2.710  -0.0335
5 C 1.953 -4.487 2.417  -0.0574
6 N 1.276 -3.872 1.373  -0.3230
7 C 1.862 -2.708 1.071  0.2147
8 S 0.895 -1.646 0.037  0.6433
9 C 0.033 -4.066 0.742  0.3783
10 C -0.833 -5.071 0.911  -0.3625
11 C -2.078 -4.958 0.179  -0.1666
12 C -2.334 -3.941 -0.649  -0.2387
13 C -1.362 -2.840 -0.920  0.2081
14 N -0.144 -3.026 -0.134  -0.5519
15 H 4.344 -1.375 2.811  0.2346
16 H 3.243 -0.507 1.728  0.2293
17 H 4.548 -1.511 1.052  0.2283
18 H 3.779 -3.789 3.430  0.2493
19 H 1.662 -5.438 2.825  0.2580
20 H -0.606 -5.917 1.540  0.2349
21 H -2.826 -5.727 0.322  0.2312
22 H -3.282 -3.852 -1.162  0.2332
23 H -1.085 -2.757 -1.975  0.1894
24 O 5.492 2.979 -1.459  -0.6563
25 C 4.628 3.806 -0.833  0.7713
26 O 5.020 4.834 -0.365  -0.5430
27 C 3.188 3.380 -0.746  -0.1858
28 C 2.697 2.165 -1.217  -0.1726
29 C 1.358 1.841 -1.075  -0.2658
30 C 0.491 2.755 -0.487  0.2122
31 C 0.968 3.971 -0.012  -0.2678
32 C 2.312 4.274 -0.140  -0.1300
33 N -0.869 2.382 -0.338  -0.4596
34 C -1.773 3.089 -0.869  0.1398
35 C -3.197 2.691 -0.788  0.1245
36 C -4.158 3.408 -1.479  -0.2032
37 C -5.473 2.962 -1.445  -0.1435
38 C -5.772 1.823 -0.723  -0.2265
39 C -4.745 1.174 -0.047  0.0638
40 N -3.487 1.596 -0.074  -0.4714
41 H 5.040 2.221 -1.843  0.4784
42 H 3.336 1.439 -1.706  0.1989
43 H 0.966 0.901 -1.446  0.2421
44 H 0.292 4.664 0.473  0.2276
45 H 2.708 5.212 0.226  0.2539
46 H -1.539 3.984 -1.451  0.1864
47 H -3.881 4.291 -2.039  0.2328
48 H -6.247 3.497 -1.979  0.2365
49 H -6.780 1.435 -0.676  0.2383
50 H -4.945 0.283 0.537  0.2067
51 O -1.941 -1.605 -0.557  -0.3253
52 O -0.873 -0.663 -0.817  -0.6460

Properties
HOMO-LUMO gap in eV: 7.3
Total charge: +1


# C22H19N5O6Pt

A structure of composition C22H19N5O6Pt in a non-equilibrium geometry (ωB97M-V/def2-TZVPD, the Open Molecules 2025 dataset).

Last column: natural (NBO) charge in e.
Geometry (Å):
1 Pt -0.230 0.370 -0.507  1.1410
2 O -0.961 -1.490 0.111  -0.6093
3 C -1.088 -1.756 1.312  0.4813
4 C -1.046 -0.863 2.440  -0.3300
5 C -1.039 -1.485 3.698  -0.0951
6 C -1.029 -0.736 4.840  0.0023
7 C -1.044 0.666 4.784  -0.1327
8 C -1.078 1.294 3.574  -0.2951
9 C -1.071 0.567 2.351  0.4536
10 O -1.121 1.229 1.247  -0.7329
11 N -1.013 -1.403 6.138  0.5266
12 O -0.954 -2.618 6.152  -0.3906
13 O -0.926 -0.700 7.128  -0.3858
14 H -1.267 -2.810 1.554  0.1586
15 H -1.036 -2.565 3.772  0.2478
16 H -1.036 1.227 5.707  0.2492
17 H -1.098 2.373 3.505  0.2302
18 N -0.896 3.196 -1.041  -0.6588
19 N 0.157 2.262 -1.346  -0.6782
20 H -0.500 4.131 -1.032  0.3473
21 H -1.196 2.986 -0.093  0.3810
22 H 1.064 2.526 -0.921  0.4314
23 H 0.252 2.215 -2.354  0.3827
24 O 2.415 2.466 0.258  -0.6947
25 C 2.538 1.317 0.680  0.7900
26 N 3.473 0.935 1.582  -0.6234
27 C 3.438 -0.485 1.860  -0.0745
28 C 2.227 -0.881 0.972  0.6997
29 O 1.764 -2.000 0.897  -0.6327
30 N 1.768 0.226 0.317  -0.7478
31 C 4.728 -1.190 1.432  0.0586
32 C 4.719 -2.502 0.970  -0.2280
33 C 5.908 -3.136 0.639  -0.1999
34 C 7.119 -2.476 0.772  -0.2127
35 C 7.135 -1.172 1.244  -0.2049
36 C 5.948 -0.536 1.573  -0.2234
37 C 3.154 -0.788 3.335  0.0605
38 C 3.404 0.176 4.306  -0.2306
39 C 3.196 -0.102 5.650  -0.2113
40 C 2.743 -1.352 6.041  -0.2058
41 C 2.505 -2.322 5.077  -0.2102
42 C 2.707 -2.043 3.734  -0.2312
43 H 4.209 1.566 1.841  0.4148
44 H 3.779 -3.024 0.862  0.2420
45 H 5.883 -4.154 0.273  0.2146
46 H 8.044 -2.973 0.513  0.2146
47 H 8.074 -0.646 1.360  0.2142
48 H 5.992 0.478 1.950  0.1972
49 H 3.743 1.164 4.024  0.2077
50 H 3.388 0.664 6.391  0.2146
51 H 2.575 -1.570 7.087  0.2198
52 H 2.154 -3.302 5.372  0.2204
53 H 2.520 -2.805 2.990  0.2374

Properties
<S²>: 2.005
HOMO-LUMO gap (spin up / spin down) in eV: 7.9 / 7.6
Spin multiplicity: 3